DFT (the ωB97M-V functional and the def2-TZVPD basis) results for a cluster of 7 separate species, C48H72N13O3 in total at a distorted geometry.

Its net charge is +7. The calculation puts the largest force on an atom at 2.4 eV/Å. For the energy above the lowest of the compared OMol25 structures with the same formula, charge and spin, the calculation gives 0.000 eV.

Last column: Mulliken charge in e.
Positions of all 136 atoms, in Å:
1 O 0.713 -0.450 -1.056  -0.53
2 O 0.478 0.010 1.048  -0.27
3 O -0.858 0.908 -0.414  -0.65
4 N -0.881 -3.358 1.621  0.26
5 N -2.415 2.955 -6.043  0.19
6 N 6.864 -3.682 -4.725  0.05
7 N -0.990 2.790 -4.410  0.17
8 N -0.509 -6.068 -4.890  0.04
9 N 0.128 0.190 -0.144  0.72
10 N -6.948 1.608 -1.560  0.11
11 N -0.687 1.770 7.983  0.15
12 N -6.117 2.591 0.207  0.19
13 N 1.390 5.415 5.457  0.21
14 N 4.047 -1.836 1.484  0.17
15 N 2.050 3.820 4.120  0.28
16 N -0.668 1.486 5.824  0.64
17 C -1.337 -6.141 -2.677  -0.68
18 C 3.607 -1.346 2.802  -0.99
19 C -5.628 2.825 1.570  -0.51
20 C -1.225 2.879 7.408  -0.62
21 C -1.193 -6.706 -3.937  -0.32
22 C -0.971 -2.890 3.017  -0.80
23 C -0.882 -4.324 -1.001  0.63
24 C 4.051 -1.796 -0.888  -0.78
25 C -6.468 1.409 -0.312  -0.14
26 C 5.113 -2.718 -0.967  0.57
27 C 5.684 -3.163 -2.245  0.79
28 C 2.543 3.050 2.956  0.03
29 C -7.056 2.963 -1.749  -0.55
30 C 2.112 3.299 5.394  -0.55
31 C -0.384 1.666 9.402  -0.85
32 C -1.264 2.715 6.069  -0.40
33 C -2.455 1.642 -5.618  -0.47
34 C -0.426 -6.690 -6.240  -0.83
35 C -0.184 3.134 -3.258  -0.79
36 C 5.019 -2.781 1.471  -0.40
37 C -4.389 2.010 1.908  -0.93
38 C 2.651 3.864 1.651  -1.68
39 C -2.011 0.192 4.184  -1.13
40 C 1.658 5.101 4.183  -0.07
41 C -0.507 -5.115 0.084  -0.67
42 C -1.607 1.558 -4.557  -0.66
43 C 7.656 -3.355 -3.681  -0.35
44 C -2.573 4.025 -8.274  -1.10
45 C -7.141 0.578 -2.595  -0.79
46 C -1.270 -2.577 0.603  -0.47
47 C -0.631 0.779 4.539  -0.17
48 C 5.501 -3.239 0.271  -0.49
49 C -0.828 -4.871 -2.391  0.51
50 C -0.522 -4.640 1.387  -0.52
51 C -0.132 -4.214 -3.412  -0.77
52 C 4.929 -3.543 -3.365  -0.85
53 C 7.545 -4.132 -5.975  -0.93
54 C 7.052 -3.126 -2.448  -0.68
55 C -0.352 0.915 7.002  -0.32
56 C -3.347 3.560 -6.998  -0.58
57 C 0.104 -4.894 -4.602  -0.37
58 C -1.160 -3.003 -0.717  -0.62
59 C 3.614 -1.290 0.329  -0.45
60 C -6.499 3.572 -0.675  -0.24
61 C 1.014 6.729 5.978  -0.80
62 C 5.538 -3.891 -4.550  -0.25
63 C -1.606 3.644 -5.251  0.02
64 C 1.753 4.320 6.212  -0.78
65 H 3.568 -1.328 -1.737  0.62
66 H 1.824 4.400 7.286  0.53
67 H 6.285 -3.985 0.321  0.56
68 H -1.680 4.616 -8.085  0.37
69 H 8.724 -3.300 -3.835  0.47
70 H -1.683 -1.587 0.735  0.67
71 H 5.430 -3.109 2.415  0.50
72 H 1.810 2.256 2.812  0.13
73 H -0.112 4.222 -3.207  0.34
74 H 3.852 -3.646 -3.348  0.62
75 H 7.655 -2.880 -1.583  0.51
76 H 3.272 3.256 0.985  0.37
77 H -1.776 -6.695 -1.858  0.57
78 H -2.284 3.143 -8.843  0.33
79 H -0.453 2.614 9.933  0.34
80 H -1.368 4.695 -5.290  0.39
81 H -2.228 0.136 3.119  0.22
82 H 1.678 4.136 1.257  0.44
83 H 0.193 -0.012 7.077  0.44
84 H 0.678 1.474 9.573  0.39
85 H -1.314 -6.357 -6.774  0.35
86 H -0.504 -1.935 3.242  0.03
87 H -3.469 2.323 1.409  0.32
88 H 7.030 -5.012 -6.349  0.44
89 H -0.226 -5.306 2.185  0.46
90 H 3.522 2.673 3.243  0.34
91 H -3.228 1.019 -6.034  0.43
92 H 0.732 -4.500 -5.388  0.44
93 H -6.850 1.004 -3.551  0.35
94 H 0.453 -6.277 -6.730  0.32
95 H -6.297 0.487 0.218  0.38
96 H -1.614 -2.376 -1.473  0.63
97 H 0.807 2.709 -3.395  0.29
98 H -0.489 -3.612 3.672  0.40
99 H -0.325 1.385 3.687  -0.12
100 H -8.203 0.344 -2.630  0.33
101 H 8.539 -4.472 -5.693  0.38
102 H -3.298 4.630 -8.816  0.37
103 H -0.065 6.700 6.120  0.33
104 H -4.046 2.032 2.946  0.32
105 H 1.528 6.991 6.900  0.35
106 H 1.650 5.837 3.396  0.48
107 H -5.450 3.894 1.646  0.29
108 H 5.008 -4.230 -5.428  0.50
109 H 7.647 -3.290 -6.655  0.31
110 H 3.386 4.671 1.705  0.49
111 H -2.788 0.829 4.613  0.52
112 H -6.447 -0.180 -2.244  0.30
113 H -6.370 4.607 -0.406  0.45
114 H 2.437 2.300 5.623  0.56
115 H -2.008 -2.813 3.343  0.42
116 H 4.326 -0.663 3.247  0.36
117 H 2.584 -0.991 2.698  0.23
118 H -1.551 3.756 7.945  0.49
119 H -0.171 -6.131 -0.081  0.61
120 H 2.884 -0.513 0.515  0.56
121 H -4.237 2.966 -7.196  0.38
122 H -3.804 4.467 -6.593  0.34
123 H -4.549 0.934 1.807  0.35
124 H -0.956 0.896 9.913  0.35
125 H -1.604 -7.700 -4.059  0.45
126 H -6.484 2.534 2.180  0.32
127 H -2.185 -0.792 4.619  0.25
128 H -0.310 -7.764 -6.129  0.38
129 H -7.413 3.377 -2.677  0.46
130 H -1.525 3.335 5.229  0.56
131 H -1.313 0.769 -3.885  0.63
132 H 0.057 -0.064 4.612  0.28
133 H 1.258 7.527 5.279  0.34
134 H -0.644 2.897 -2.300  0.32
135 H 0.257 -3.224 -3.217  0.69
136 H 3.557 -2.230 3.439  0.42

***

DFT (the ωB97M-V functional and the def2-TZVPD basis) results for a cluster of 12 separate species, C48H72O36 in total at a distorted geometry.

Its net charge is 0. The calculation puts the largest force on an atom at 2.8 eV/Å. As for the structure (SMILES): C[C@H]1COC(=O)O1.C[C@H]1COC(=O)O1.C[C@H]1COC(=O)O1.C[C@H]1COC(=O)O1.C[C@H]1COC(=O)O1.C[C@H]1COC(=O)O1.C[C@H]1COC(=O)O1.C[C@H]1COC(=O)O1.C[C@H]1COC(=O)O1.C[C@H]1COC(=O)O1.C[C@H]1COC(=O)O1.C[C@H]1COC(=O)O1. For the energy above the lowest of the compared OMol25 structures with the same formula, charge and spin, the calculation gives 3.630 eV.

Last column: Mulliken charge in e.
Positions of all 156 atoms, in Å:
1 O -15.176 14.347 28.348  -0.54
2 O -8.311 11.754 18.246  -0.54
3 O -16.029 13.269 19.549  -0.37
4 O -13.820 7.342 28.014  -0.35
5 O -12.110 4.679 23.851  -0.24
6 O -14.399 13.881 18.137  -0.56
7 O -20.318 9.851 26.468  -0.57
8 O -10.353 10.830 18.124  -0.46
9 O -9.659 11.700 20.040  -0.41
10 O -15.107 9.401 20.738  -0.07
11 O -17.650 3.601 26.659  -0.17
12 O -17.307 13.129 13.740  -0.54
13 O -16.326 11.111 13.913  -0.36
14 O -23.314 6.532 22.209  -0.55
15 O -16.254 12.510 29.056  -0.38
16 O -22.278 4.542 22.256  -0.39
17 O -16.047 12.872 26.880  -0.41
18 O -21.516 9.613 24.566  -0.43
19 O -21.620 5.180 24.927  -0.18
20 O -16.940 8.127 20.976  -0.51
21 O -12.279 11.055 24.344  -0.15
22 O -19.408 5.325 24.548  -0.31
23 O -20.266 5.761 26.579  -0.24
24 O -19.358 9.084 24.588  -0.08
25 O -11.008 4.843 21.930  -0.47
26 O -13.933 13.243 20.239  -0.38
27 O -10.130 10.840 24.802  -0.43
28 O -10.987 12.897 24.452  -0.52
29 O -13.559 5.250 27.338  -0.23
30 O -15.566 6.255 27.102  -0.35
31 O -9.873 4.982 23.859  -0.52
32 O -15.524 3.029 26.713  -0.35
33 O -15.045 7.530 21.956  0.72
34 O -16.435 12.438 15.691  -0.35
35 O -21.455 6.143 20.988  -0.36
36 O -16.470 3.665 24.765  -0.53
37 C -16.733 12.314 14.383  0.56
38 C -21.425 2.651 21.139  -1.60
39 C -12.809 4.763 20.275  -1.53
40 C -17.252 6.864 21.665  0.73
41 C -11.519 10.809 18.938  1.12
42 C -21.238 9.183 23.245  1.68
43 C -10.646 9.517 24.817  -0.31
44 C -14.754 13.525 19.215  0.63
45 C -11.010 11.370 20.299  0.65
46 C -21.904 9.975 22.141  -1.68
47 C -12.354 5.220 21.617  1.26
48 C -12.266 5.669 27.756  0.47
49 C -21.836 6.835 28.118  -1.50
50 C -18.400 2.650 28.691  -1.42
51 C -21.070 3.956 21.791  1.10
52 C -16.858 11.367 28.457  -0.37
53 C -9.326 11.442 18.768  0.53
54 C -20.346 5.373 25.289  0.30
55 C -20.400 9.520 25.331  0.50
56 C -19.717 9.050 23.205  0.64
57 C -12.059 9.410 19.075  -1.37
58 C -21.553 5.650 27.213  0.58
59 C -16.527 3.460 25.938  0.55
60 C -22.471 5.667 25.986  -0.87
61 C -14.392 13.600 22.560  -1.55
62 C -10.892 4.839 23.274  0.47
63 C -14.429 6.293 27.445  0.41
64 C -16.008 10.628 26.057  -0.24
65 C -17.382 3.580 28.069  0.52
66 C -11.138 11.728 24.544  0.38
67 C -16.323 7.140 24.029  0.76
68 C -12.211 9.680 24.744  0.39
69 C -15.630 11.349 16.145  0.66
70 C -15.678 10.372 14.957  -0.39
71 C -20.545 5.043 20.822  0.52
72 C -12.554 6.930 28.579  -0.60
73 C -15.643 8.403 21.123  -0.21
74 C -16.045 6.750 22.590  0.51
75 C -11.321 5.871 26.596  -0.89
76 C -15.740 13.335 28.099  0.61
77 C -22.443 5.802 21.852  0.72
78 C -13.134 4.704 22.838  0.10
79 C -12.907 8.861 23.710  0.63
80 C -16.127 12.680 20.858  -0.11
81 C -16.093 10.799 17.465  -1.32
82 C -14.629 12.717 21.363  1.64
83 C -16.752 11.591 26.953  0.55
84 C -15.942 2.957 28.048  -0.46
85 H -12.750 7.779 23.823  -0.46
86 H -17.327 4.586 28.475  0.28
87 H -22.812 9.450 21.824  0.35
88 H -18.274 1.608 28.408  0.39
89 H -15.244 10.038 26.563  0.20
90 H -22.076 2.719 20.270  0.36
91 H -18.260 6.817 22.060  -1.45
92 H -12.688 6.735 29.644  0.29
93 H -13.587 3.751 22.557  0.33
94 H -18.485 2.813 29.764  0.40
95 H -16.858 6.333 24.534  -0.34
96 H -19.208 9.886 22.718  0.11
97 H -13.880 4.962 20.198  0.34
98 H -11.563 12.277 20.540  -0.03
99 H -22.632 7.474 27.733  0.40
100 H -23.399 5.117 26.122  0.37
101 H -12.581 8.979 22.674  -0.14
102 H -11.766 4.988 28.450  0.34
103 H -17.281 6.196 20.797  0.33
104 H -22.272 10.961 22.425  0.41
105 H -12.342 5.295 19.448  0.35
106 H -15.800 5.686 22.523  0.34
107 H -22.733 6.657 25.599  0.32
108 H -16.706 13.414 21.412  0.33
109 H -15.348 3.507 28.783  0.21
110 H -13.982 9.013 23.803  -0.14
111 H -16.923 10.092 17.362  0.51
112 H -16.548 11.611 18.033  0.16
113 H -14.719 10.062 14.551  0.30
114 H -10.438 6.326 27.055  0.43
115 H -15.508 11.233 25.296  -0.11
116 H -21.598 8.165 23.055  -0.49
117 H -10.269 8.819 24.073  0.31
118 H -17.868 11.303 28.851  0.23
119 H -12.588 3.701 20.169  0.40
120 H -11.142 10.654 21.109  -0.43
121 H -16.678 10.002 25.467  -0.07
122 H -15.308 10.363 18.079  0.19
123 H -16.314 10.461 28.736  0.26
124 H -14.607 11.729 16.217  0.25
125 H -21.653 4.666 27.672  0.41
126 H -22.127 6.484 29.107  0.35
127 H -14.403 11.662 21.526  -0.66
128 H -20.613 1.940 20.971  0.40
129 H -13.850 5.423 23.217  -0.32
130 H -14.685 14.618 22.292  0.44
131 H -17.708 11.863 26.502  0.27
132 H -20.987 7.514 28.188  0.31
133 H -19.361 2.932 28.244  0.18
134 H -16.310 9.515 15.198  0.29
135 H -14.932 13.279 23.452  0.28
136 H -16.404 11.632 20.833  0.12
137 H -10.413 9.175 25.827  0.27
138 H -11.265 8.720 19.364  0.35
139 H -12.572 9.038 18.182  0.39
140 H -12.260 11.492 18.520  0.02
141 H -11.925 7.807 28.450  0.30
142 H -12.873 9.352 19.805  0.09
143 H -19.407 8.106 22.780  -1.08
144 H -16.950 8.029 23.929  -0.12
145 H -20.441 4.748 19.777  0.32
146 H -11.708 6.540 25.825  -0.20
147 H -15.406 7.259 24.602  -0.37
148 H -19.574 5.440 21.113  -0.58
149 H -12.570 9.530 25.762  0.08
150 H -13.338 13.638 22.842  0.26
151 H -21.984 2.065 21.884  0.38
152 H -21.339 9.985 21.207  0.39
153 H -11.021 4.954 26.102  0.36
154 H -20.271 3.866 22.527  -0.13
155 H -15.914 1.926 28.405  0.44
156 H -12.386 6.311 21.763  -0.22

***

Which of these has the lowest net charge? C48H72O36

***

What is the net charge in the second record? 0

***

Which of these has the lowest net charge? C48H72O36